No. 1
{
  "formula": "C3H8N3O",
  "method": "wB97M-V/def2-TZVPD",
  "elements": ["C", "C", "C", "N", "N", "N", "O", "H", "H", "H", "H", "H", "H", "H", "H"],
  "coordinates": [[1.3033, -0.5450, -1.0686], [-1.5090, 1.1390, 0.2223], [-1.7081, 0.1479, 1.2829], [2.6806, -0.6235, -1.1564], [0.7296, -0.5130, 0.0891], [-1.2245, -0.2508, 0.0010], [0.7285, -0.3690, -2.2405], [-2.3128, 1.4945, -0.3925], [-0.6757, 1.9416, 0.2018], [-1.0051, 0.2644, 2.1335], [-2.6906, -0.2451, 1.6086], [3.0649, -0.0027, -0.3777], [3.1369, -0.7770, -2.0033], [1.0647, -0.7323, 1.0280], [-0.1856, -0.2265, -2.3491]],
  "mulliken_charge": [0.717, -0.187, -0.269, -0.450, -0.283, -0.202, -0.404, 0.257, 0.213, 0.235, 0.264, 0.262, 0.236, 0.238, 0.374],
  "charge": 1,
  "homo_ev": -15.10,
  "relative_energy_ev": 4.392,
  "e_tot_ev": -9748.0724,
  "orbital_gap_ev": 9.5377
}

No. 2
{
  "formula": "C3H8N4",
  "method": "wB97M-V/def2-TZVPD",
  "elements": ["C", "C", "C", "H", "H", "H", "H", "H", "H", "H", "H", "N", "N", "N", "N"],
  "coordinates": [[0.8681, 1.4668, 1.9154], [0.3826, 0.0287, -0.0083], [-0.1276, -1.4156, -1.6306], [1.7688, 1.1643, 1.4086], [0.5228, 2.5111, 1.9608], [0.6997, 1.1556, 2.9148], [-1.8092, 0.1066, 2.1286], [-2.0840, 0.6836, 0.0461], [1.4726, -0.0604, -0.4320], [-0.8125, -2.3551, -1.8117], [1.3014, -2.2151, -2.9618], [-0.0787, 0.8409, 0.9613], [-1.4418, 0.9887, 1.2531], [-0.6062, -0.5795, -0.6683], [1.0125, -1.4601, -2.2479]],
  "mulliken_charge": [-0.739, 0.099, 0.112, 0.273, 0.289, 0.253, 0.259, 0.393, 0.265, 0.288, 0.232, 0.300, -0.803, -0.552, -0.670],
  "charge": 0,
  "homo_ev": -8.40,
  "relative_energy_ev": 5.645,
  "e_tot_ev": -9195.9886,
  "orbital_gap_ev": 8.9167
}

No. 3
{
  "formula": "C3H8N4O",
  "method": "wB97M-V/def2-TZVPD",
  "elements": ["C", "N", "C", "C", "N", "N", "N", "O", "H", "H", "H", "H", "H", "H", "H", "H"],
  "coordinates": [[0.0328, -0.2695, 2.2827], [-0.5040, 0.1618, 0.9999], [-1.1183, -1.1876, -0.7152], [-0.1260, -0.4324, -1.1723], [1.0181, 1.4900, -0.3577], [0.1932, -0.1881, -2.5012], [0.5320, 0.2230, -0.0902], [-1.9645, -2.0203, -0.6171], [-1.5205, 0.1889, 1.0076], [1.4949, 1.5015, -1.2597], [1.6488, 1.7690, 0.3872], [-0.0247, 0.7796, -2.7279], [-0.2096, -0.8486, -3.1602], [1.1063, -0.0881, 2.3792], [-0.1202, -1.3428, 2.4318], [-0.4382, 0.2638, 3.1129]],
  "mulliken_charge": [-0.738, -0.383, 0.616, -0.074, -0.841, -0.584, 0.368, -0.514, 0.332, 0.260, 0.240, 0.236, 0.238, 0.245, 0.248, 0.349],
  "charge": 0,
  "homo_ev": -6.90,
  "relative_energy_ev": 5.810,
  "smiles": "CNN(N)C(N)=C=O",
  "e_tot_ev": -11243.8135,
  "orbital_gap_ev": 7.7850
}

No. 4
{
  "formula": "C3H8N4O",
  "method": "wB97M-V/def2-TZVPD",
  "elements": ["C", "N", "N", "C", "C", "N", "N", "O", "H", "H", "H", "H", "H", "H", "H", "H"],
  "coordinates": [[2.2094, -0.1374, -0.1256], [-1.5558, -0.0493, -0.6097], [1.0541, -1.0147, -0.0578], [0.0575, -1.0947, 1.0129], [-0.4983, 0.2909, 0.2076], [-2.6446, 0.8379, -0.7357], [-0.2898, 1.4916, 0.5483], [-0.5014, -2.1298, 1.2545], [-1.8479, -1.0160, -0.5927], [1.2148, -1.9026, -0.5399], [-2.3244, 1.6459, -1.2600], [-2.9096, 1.1872, 0.1847], [0.4931, 1.6368, 1.1746], [3.0460, -0.6776, -0.5760], [2.5127, 0.2051, 0.8688], [1.9843, 0.7265, -0.7540]],
  "mulliken_charge": [-0.948, -0.129, -0.067, 0.274, 0.542, -0.669, -0.767, -0.538, 0.291, 0.267, 0.272, 0.260, 0.245, 0.350, 0.274, 0.343],
  "charge": 0,
  "homo_ev": -8.82,
  "relative_energy_ev": 4.471,
  "smiles": "[H]/N=C(/NN)C(=O)NC",
  "e_tot_ev": -11245.1525,
  "orbital_gap_ev": 8.8033
}

No. 5
{
  "formula": "C3H8N4O",
  "method": "wB97M-V/def2-TZVPD",
  "elements": ["C", "C", "C", "H", "H", "H", "H", "H", "H", "H", "H", "N", "N", "N", "N", "O"],
  "coordinates": [[-0.3639, 1.7306, 0.7087], [0.4349, -0.2685, 0.2578], [-2.1059, -0.1932, -0.9458], [0.1153, 1.1149, 1.7027], [0.1294, 2.6456, 0.4911], [-1.3921, 1.8106, 0.4672], [-0.6859, -1.6157, 1.7538], [-3.0195, -0.3803, -1.3227], [-1.5347, 0.8127, -1.2986], [3.1934, -0.7826, -0.9266], [2.5384, 0.7561, -0.8678], [-0.6123, -0.9652, 0.7693], [-1.8101, -0.8481, 0.0659], [1.5343, -0.9039, -0.0261], [2.6409, -0.1135, -0.3041], [0.0744, 0.9800, -0.4572]],
  "mulliken_charge": [-0.630, 0.403, -0.346, 0.321, 0.239, 0.370, 0.335, 0.357, 0.228, 0.268, 0.245, 0.080, -0.505, -0.378, -0.500, -0.489],
  "charge": 0,
  "homo_ev": -7.97,
  "relative_energy_ev": 7.448,
  "smiles": "C=NN/C(=N/N)OC",
  "e_tot_ev": -11242.1758,
  "orbital_gap_ev": 8.7616
}

No. 6
{
  "formula": "C3H8N4O",
  "method": "wB97M-V/def2-TZVPD",
  "elements": ["C", "C", "C", "H", "H", "H", "H", "H", "H", "H", "H", "N", "N", "N", "N", "O"],
  "coordinates": [[2.8144, -1.4779, -0.5803], [1.1579, 0.1779, -0.2241], [-1.9059, 1.2832, -0.2307], [3.3145, -1.0664, -1.4978], [3.7010, -1.3028, 0.1257], [2.7235, -2.5964, -0.5496], [1.7320, 0.8025, -1.0698], [0.0972, 0.3872, 1.6403], [-2.3177, 2.2495, -0.8929], [-1.8613, -2.1600, -0.1814], [-0.4945, -0.9885, 0.5479], [1.5941, -1.0225, 0.2223], [0.3690, 0.9445, 0.7182], [-2.2440, -0.0491, -0.3629], [-1.7052, -1.1614, 0.3710], [-0.6737, 1.7244, 0.1811]],
  "mulliken_charge": [-0.788, 0.109, 0.097, 0.336, 0.274, 0.292, 0.222, 0.356, 0.285, 0.291, 0.242, -0.429, -0.291, -0.314, -0.435, -0.246],
  "charge": 0,
  "homo_ev": -8.42,
  "relative_energy_ev": 8.420,
  "smiles": "C/N=C/NO/C=N\\N",
  "e_tot_ev": -11241.2039,
  "orbital_gap_ev": 9.1017
}

No. 7
{
  "formula": "C3H8N4O2",
  "method": "wB97M-V/def2-TZVPD",
  "elements": ["C", "C", "C", "H", "H", "H", "H", "H", "H", "H", "H", "N", "N", "N", "N", "O", "O"],
  "coordinates": [[-2.1223, -1.4760, 0.0728], [-0.1047, 0.3140, 0.2596], [1.0502, 0.9701, 0.2548], [-2.8328, -2.3841, 0.1122], [-2.4929, -0.6856, -0.5618], [-1.9834, -0.7125, 0.9574], [-1.3099, 1.6186, 1.5464], [-2.2986, 1.9396, -1.1051], [1.2171, 2.0183, 0.3901], [3.4615, 0.7704, 0.7256], [1.6813, -1.4502, 0.4263], [-0.8404, -1.8995, -0.2246], [0.0873, -1.1126, 0.0439], [-1.2724, 1.0728, 0.4266], [2.2886, 0.4542, -0.0156], [-1.2975, 2.1349, -0.5895], [2.5197, -0.8309, -0.3638]],
  "mulliken_charge": [-0.481, 0.103, -0.066, 0.305, 0.222, 0.207, 0.291, 0.337, 0.401, 0.323, 0.433, -0.624, 0.101, -0.369, -0.254, -0.468, -0.461],
  "charge": 0,
  "homo_ev": -8.04,
  "relative_energy_ev": 11.731,
  "e_tot_ev": -13284.8886,
  "orbital_gap_ev": 7.9117
}

No. 8
{
  "formula": "C3H8N4O3S",
  "method": "wB97M-V/def2-TZVPD",
  "elements": ["C", "C", "C", "N", "N", "N", "N", "O", "O", "O", "S", "H", "H", "H", "H", "H", "H", "H", "H"],
  "coordinates": [[-0.1024, 0.5645, -1.9150], [-0.5764, -0.2879, -3.0982], [1.7386, 0.2379, -0.3202], [3.8304, -1.5792, 1.2026], [0.9422, 0.4187, -1.1977], [3.9612, -0.5282, 0.9432], [-1.6615, 0.6878, 3.4489], [0.8213, 1.0710, 2.7986], [-0.2869, -1.2021, 2.4320], [-2.5684, 1.4781, 2.6651], [-0.5111, 0.2118, 2.2181], [-0.8242, 1.2470, -1.4404], [-1.6931, 0.0221, -3.4614], [-0.0062, -0.1321, -3.9905], [-0.5232, -1.3029, -2.8760], [2.6135, 0.8499, -0.1317], [0.7080, 1.0924, 3.7626], [-2.1952, -0.1280, 3.6084], [-3.4887, 1.6478, 2.9798]],
  "mulliken_charge": [-0.117, -0.889, -0.371, -0.085, -0.027, 0.054, -0.207, -0.448, -0.531, -0.459, 0.704, 0.332, 0.228, 0.294, 0.306, 0.291, 0.333, 0.283, 0.309],
  "charge": 0,
  "homo_ev": -7.56,
  "relative_energy_ev": 0.000,
  "e_tot_ev": -26173.3957,
  "orbital_gap_ev": 7.9410
}

No. 9
{
  "formula": "C3H8N4S",
  "method": "wB97M-V/def2-TZVPD",
  "elements": ["C", "C", "C", "H", "H", "H", "H", "H", "H", "H", "H", "N", "N", "N", "N", "S"],
  "coordinates": [[1.3242, -2.4245, -1.8231], [1.1003, -1.2760, -0.8749], [-0.8732, -0.0006, -0.0569], [2.3739, -2.6178, -1.9736], [0.8164, -3.3759, -1.5370], [0.9393, -2.1921, -2.7994], [2.9034, -0.8936, -0.4209], [-0.8902, -1.7147, -1.0650], [-2.5754, 0.7943, 0.4115], [0.9353, 0.6373, 0.6165], [-1.0495, 1.5217, 2.6955], [1.9551, -0.4625, -0.4236], [-0.2371, -0.9460, -0.8610], [-2.1446, -0.0263, -0.0789], [-0.0434, 0.8480, 0.6862], [-0.5920, 2.1347, 1.5839]],
  "mulliken_charge": [-1.226, 0.740, 0.366, 0.377, 0.313, 0.316, 0.223, 0.276, 0.247, 0.377, 0.131, -0.719, -0.197, -0.706, -0.285, -0.234],
  "charge": 0,
  "homo_ev": -8.83,
  "relative_energy_ev": 0.099,
  "smiles": "[H]/N=C(\\NS)N/C(C)=N/[H]",
  "e_tot_ev": -20036.1377,
  "orbital_gap_ev": 9.5208
}

No. 10
{
  "formula": "C3H8N5",
  "method": "wB97M-V/def2-TZVPD",
  "elements": ["C", "C", "C", "N", "N", "N", "N", "N", "H", "H", "H", "H", "H", "H", "H", "H"],
  "coordinates": [[2.9112, 0.1932, -0.0625], [-2.4451, 0.2997, -0.1122], [-1.5151, -1.0105, -0.0983], [-1.5865, 1.4211, 0.0040], [-0.4425, 0.9488, 0.1276], [-0.2511, -0.3218, 0.0353], [2.2668, 1.2293, 0.0559], [3.0877, -1.0183, -0.0423], [-3.1455, 0.3426, -0.9965], [-3.1178, 0.1295, 0.7214], [-1.7872, -1.4860, 0.7928], [-1.5709, -1.7241, -0.9191], [0.5268, -0.9116, 0.3339], [2.6265, 2.1585, -0.4166], [0.5336, 1.3110, 0.2997], [3.9089, -1.5613, 0.2766]],
  "mulliken_charge": [0.572, -0.249, -0.549, -0.582, 0.712, -0.222, -0.670, -0.476, 0.295, 0.276, 0.275, 0.340, 0.259, 0.281, 0.434, 0.304],
  "charge": 1,
  "homo_ev": -14.40,
  "relative_energy_ev": 3.490,
  "e_tot_ev": -10680.9902,
  "orbital_gap_ev": 10.0300
}